(1)
Formula: C23H31BrCaCsFN5O5
Source: the OMol25 dataset
Level of theory: wB97M-V/def2-TZVPD

The geometry in ORCA input format:
```
! RIJCOSX wB97M-V def2-TZVPD def2/J DEFGRID3
* xyz 1 1
C -1.526 4.286 3.923
C -0.966 2.931 3.309
O -1.348 2.652 1.952
C -2.747 2.619 1.745
C -3.571 1.780 2.777
C -3.043 0.339 2.833
C -2.988 -0.502 4.021
N -2.569 -1.731 4.185
N -2.065 -2.320 3.106
C -2.010 -1.683 1.931
C -1.335 -2.526 0.755
C -0.667 -1.618 -0.307
O -1.275 -1.538 -1.434
N 0.527 -0.923 0.072
C 1.738 -1.814 -0.002
C 0.750 0.345 -0.683
C -2.494 -0.343 1.642
H -1.422 4.181 5.070
H -0.895 5.226 3.660
H -2.634 4.491 3.726
H 0.146 3.036 3.297
H -1.154 2.064 4.000
H -3.140 3.665 1.680
H -2.899 2.189 0.711
H -4.620 1.744 2.382
H -3.547 2.216 3.800
H -3.387 -0.029 4.945
H -1.721 -3.278 3.195
H -2.044 -3.270 0.324
H -0.503 -3.120 1.216
H 2.510 -1.329 0.639
H 2.069 -1.829 -1.065
H 1.463 -2.809 0.400
H 1.838 0.548 -0.670
H 0.457 0.295 -1.818
H 0.271 1.284 -0.179
H -2.476 0.153 0.654
N -0.531 2.860 -2.497
C 0.002 4.073 -2.263
C -0.326 5.205 -2.977
C -1.257 5.095 -4.000
C -1.821 3.861 -4.263
C -1.431 2.780 -3.489
H 0.728 4.110 -1.459
H 0.136 6.155 -2.742
H -1.538 5.963 -4.583
H -2.551 3.737 -5.052
H -1.857 1.787 -3.663
C 3.000 -6.579 -3.825
C 3.061 -6.856 -2.469
C 3.600 -5.923 -1.592
C 4.068 -4.716 -2.092
C 4.018 -4.433 -3.448
C 3.482 -5.371 -4.316
N 4.612 -3.721 -1.171
O 4.657 -4.009 0.015
O 4.982 -2.655 -1.635
H 2.576 -7.308 -4.506
H 2.688 -7.799 -2.091
H 3.645 -6.147 -0.536
H 4.388 -3.494 -3.838
H 3.436 -5.160 -5.377
Br 1.360 1.424 -2.942
O 0.514 5.779 5.161
H 1.040 5.587 4.389
Ca -1.692 0.844 -1.197
F 5.948 -6.766 -2.144
Cs -1.659 6.297 4.811
*
```

The HOMO-LUMO gap is 1.302 eV. The maximum force is 17.128 eV/A. The lowest unoccupied orbital energy is -6.58 eV. As for the total energy: -4915.69211 Ha.


(2)
Formula: C6H9N
Source: the OMol25 dataset
Level of theory: wB97M-V/def2-TZVPD

The geometry in ORCA input format:
```
! RIJCOSX wB97M-V def2-TZVPD def2/J DEFGRID3
* xyz 0 1
C 1.333 1.450 0.047
C 0.297 1.107 -0.945
N 1.466 0.141 -0.528
C 0.982 -1.093 0.116
C -0.315 -0.383 -0.017
C -1.329 -0.190 1.046
C -1.679 -0.817 -0.293
H 0.982 1.661 1.054
H 2.246 1.971 -0.234
H 0.604 1.406 -1.988
H 1.450 -1.284 1.103
H 1.182 -1.953 -0.551
H -1.673 0.817 1.235
H -1.309 -0.841 1.923
H -1.918 -1.873 -0.348
H -2.185 -0.161 -0.986
*
```

The HOMO-LUMO gap is 9.063 eV. The maximum force is 4.017 eV/A. The lowest unoccupied orbital energy is 1.12 eV. As for the total energy: -288.55898 Ha.


(3)
Formula: C34H59ClN2O2SiTl
Source: the OMol25 dataset
Level of theory: wB97M-V/def2-TZVPD

The geometry in ORCA input format:
```
! RIJCOSX wB97M-V def2-TZVPD def2/J DEFGRID3
* xyz 1 1
O 1.523 -1.885 -0.997
O 0.923 -0.101 -4.012
C 2.757 -2.432 -0.510
C 2.774 -3.062 0.879
H 3.455 -1.579 -0.541
H 3.090 -3.182 -1.249
H 2.255 -2.476 1.652
H 3.820 -3.153 1.186
H 2.361 -4.079 0.877
C 0.335 -2.632 -0.655
C 0.044 -3.653 -1.740
H -0.483 -1.889 -0.571
H 0.448 -3.131 0.332
H -0.089 -3.146 -2.710
H -0.865 -4.214 -1.501
H 0.881 -4.360 -1.819
C -0.167 0.440 -4.784
C 1.864 -0.863 -4.770
C -1.458 -0.313 -4.535
H 0.064 0.423 -5.869
H -0.264 1.489 -4.462
H -1.359 -1.362 -4.836
H -2.250 0.141 -5.137
H -1.747 -0.267 -3.476
C 1.246 -2.040 -5.498
H 2.603 -1.189 -4.027
H 2.373 -0.200 -5.493
H 0.659 -2.666 -4.815
H 2.050 -2.641 -5.928
H 0.601 -1.705 -6.318
H 1.504 0.296 -1.810
N -1.105 -0.718 3.494
C -1.857 -0.146 4.403
C -2.493 1.097 4.226
C -2.692 1.801 3.018
C -2.116 -0.823 5.736
H -1.206 -1.276 6.151
H -2.886 -1.604 5.637
H -2.484 -0.074 6.442
C -3.632 2.983 3.091
H -4.275 3.032 2.203
H -3.079 3.925 3.188
H -4.262 2.863 3.976
N -2.129 1.453 1.889
C -0.701 -2.057 3.504
C 0.599 -2.407 3.950
C 1.572 -1.360 4.392
C 0.956 -3.751 4.033
H 1.937 -3.998 4.442
C 0.072 -4.749 3.620
H 0.368 -5.796 3.686
C -1.184 -4.409 3.121
H -1.888 -5.176 2.791
C -1.586 -3.077 3.061
C -2.966 -2.717 2.608
C -2.241 2.036 0.632
C -1.574 3.256 0.315
C -0.781 3.986 1.360
C -1.676 3.753 -0.980
H -1.205 4.716 -1.210
C -2.353 3.049 -1.975
H -2.432 3.466 -2.981
C -2.933 1.810 -1.688
H -3.459 1.241 -2.462
C -2.872 1.287 -0.404
C -3.402 -0.079 -0.099
Tl 0.600 0.685 1.293
H 2.490 -1.393 3.786
H 1.880 -1.535 5.435
H 1.161 -0.348 4.322
H -2.977 -1.788 2.020
H -3.654 -2.575 3.460
H -3.377 -3.522 1.984
H -0.092 4.695 0.877
H -0.174 3.321 1.991
H -1.430 4.568 2.032
H -3.920 -0.113 0.865
H -2.593 -0.827 -0.072
H -4.109 -0.395 -0.875
H -2.966 1.520 5.105
C 1.358 1.417 -1.752
Si 2.556 2.536 -2.748
H 0.320 1.615 -2.038
H 1.489 1.761 -0.721
C 4.219 1.702 -2.953
C 2.745 4.164 -1.799
C 1.963 3.041 -4.457
H 2.765 3.569 -4.992
H 1.113 3.731 -4.393
H 1.667 2.194 -5.084
H 4.729 1.601 -1.985
H 4.856 2.304 -3.617
H 4.102 0.706 -3.398
H 2.814 4.031 -0.710
H 1.901 4.841 -2.003
H 3.658 4.683 -2.122
Cl 1.545 2.490 4.150
C 2.504 1.811 2.946
H 2.853 2.508 2.183
H 3.018 0.895 3.233
*
```

The HOMO-LUMO gap (alpha / beta) is 6.447 / 5.817 eV. The maximum force is 2.347 eV/A. The lowest unoccupied orbital energy (alpha / beta) is -4.22 / -4.81 eV. As for the total energy: -2512.78617 Ha.


(4)
Formula: C12H18CaClN6O4
Source: the OMol25 dataset
Level of theory: wB97M-V/def2-TZVPD

The geometry in ORCA input format:
```
! RIJCOSX wB97M-V def2-TZVPD def2/J DEFGRID3
* xyz 1 1
Ca 15.533 10.507 22.519
Cl 13.091 9.023 19.787
O 12.547 7.937 20.519
O 12.001 9.865 19.286
O 13.942 9.855 20.606
O 13.861 8.625 18.633
C 13.675 6.280 16.181
C 13.116 5.974 14.862
N 12.611 5.757 13.862
H 12.933 6.142 16.968
H 14.000 7.317 16.193
H 14.476 5.589 16.440
C 16.737 8.066 17.016
C 17.724 9.085 17.388
N 18.470 9.886 17.735
H 16.414 7.591 17.942
H 17.147 7.335 16.324
H 15.835 8.501 16.593
C 10.221 8.896 16.137
C 9.992 7.462 15.988
N 9.722 6.355 15.876
H 9.525 9.498 15.553
H 11.190 9.108 15.675
H 10.201 9.268 17.158
C 12.194 13.385 20.317
C 13.151 12.912 21.319
N 13.881 12.528 22.120
H 11.243 13.623 20.787
H 12.126 12.675 19.496
H 12.607 14.334 19.964
C 9.670 6.231 19.383
C 8.470 6.803 18.791
N 7.526 7.242 18.315
H 10.507 6.902 19.208
H 9.839 5.284 18.869
H 9.466 6.039 20.435
C 14.298 11.413 16.655
C 14.629 12.765 17.035
N 14.928 13.827 17.344
H 13.448 11.320 15.978
H 14.104 10.757 17.500
H 15.131 11.029 16.059
*
```

The HOMO-LUMO gap is 5.736 eV. The maximum force is 5.382 eV/A. The lowest unoccupied orbital energy is -6.94 eV. As for the total energy: -2234.78227 Ha.


(5)
Formula: C5H11FGaO2
Source: the OMol25 dataset
Level of theory: wB97M-V/def2-TZVPD

The geometry in ORCA input format:
```
! RIJCOSX wB97M-V def2-TZVPD def2/J DEFGRID3
* xyz -1 1
O 3.737 -0.671 1.064
C 2.776 -0.486 0.449
O 2.455 -1.340 -0.555
C 1.864 0.658 0.754
C 1.069 1.209 -0.463
Ga -0.957 1.114 -0.015
C -1.469 -0.888 -0.254
C -2.950 -1.077 -0.041
F -3.670 -0.348 -0.957
H 2.430 -0.865 -1.396
H 1.182 0.372 1.542
H 2.512 1.433 1.109
H 1.224 0.636 -1.366
H 1.306 2.247 -0.609
H -1.180 1.430 1.555
H -1.840 2.107 -0.914
H -1.169 -1.238 -1.236
H -0.924 -1.426 0.512
H -3.189 -0.744 0.962
H -3.209 -2.126 -0.139
*
```

The HOMO-LUMO gap is 7.919 eV. The maximum force is 4.917 eV/A. The lowest unoccupied orbital energy is 3.49 eV. As for the total energy: -2372.23400 Ha.


(6)
Formula: C40H37Cl3N6O4RuS
Source: the OMol25 dataset
Level of theory: wB97M-V/def2-TZVPD

The geometry in ORCA input format:
```
! RIJCOSX wB97M-V def2-TZVPD def2/J DEFGRID3
* xyz 1 6
Ru 0.493 -0.481 1.974
O 0.281 1.620 2.097
C -0.148 2.307 3.116
C -1.065 3.363 2.918
C -1.514 4.121 3.974
C -1.066 3.886 5.281
C -0.163 2.874 5.497
C 0.287 2.060 4.443
C 1.231 1.019 4.740
N 1.576 0.070 3.950
C 2.596 -0.869 4.413
C 3.263 -1.448 3.180
N 2.206 -1.997 2.345
C 2.322 -3.204 1.932
C 1.365 -3.953 1.168
C 1.714 -5.267 0.803
C 0.841 -6.084 0.132
C -0.436 -5.593 -0.173
C -0.808 -4.316 0.174
C 0.083 -3.448 0.841
O -0.305 -2.235 1.121
H -1.396 3.556 1.905
H -2.219 4.922 3.789
H -1.414 4.501 6.099
H 0.210 2.681 6.497
H 1.691 1.061 5.732
H 2.120 -1.676 4.978
H 3.324 -0.374 5.060
H 4.005 -2.206 3.444
H 3.769 -0.646 2.633
H 3.235 -3.749 2.194
H 2.700 -5.630 1.072
H 1.123 -7.090 -0.143
H -1.145 -6.231 -0.686
H -1.796 -3.940 -0.058
C -2.857 0.418 4.865
C -2.452 -0.223 3.571
O -1.299 -0.650 3.408
N -3.385 -0.314 2.617
C -3.131 -0.877 1.294
C -2.688 0.191 0.326
C -3.627 0.929 -0.386
C -3.198 1.949 -1.213
C -1.839 2.206 -1.291
C -0.974 1.426 -0.546
N -1.379 0.424 0.239
H -2.362 -0.100 5.683
H -3.934 0.411 5.019
H -2.504 1.452 4.859
H -4.290 0.080 2.812
H -4.049 -1.350 0.949
H -2.352 -1.632 1.386
H -4.679 0.693 -0.292
H -3.908 2.536 -1.781
H -1.453 3.002 -1.913
H 0.091 1.615 -0.560
Cl 3.219 5.493 -4.303
C 2.726 3.835 -4.308
C 1.628 3.441 -3.560
C 1.248 2.110 -3.574
C 1.939 1.162 -4.320
C 1.528 -0.296 -4.260
C 2.434 -1.102 -3.330
N 2.410 -0.584 -1.973
C 3.295 0.317 -1.425
C 2.840 0.579 -0.171
N 1.691 -0.147 0.046
C 1.460 -0.832 -1.055
O 0.213 -0.437 -3.773
C -0.766 -0.315 -4.797
C -2.140 -0.410 -4.217
C -2.583 -1.405 -3.397
Cl -1.678 -2.723 -2.772
S -4.252 -1.275 -3.032
C -4.388 0.145 -3.976
C -3.199 0.491 -4.535
C 3.032 1.596 -5.061
Cl 3.943 0.461 -6.016
C 3.436 2.921 -5.067
H 1.086 4.171 -2.974
H 0.393 1.781 -2.998
H 1.617 -0.743 -5.256
H 3.460 -1.077 -3.690
H 2.095 -2.137 -3.311
H 4.144 0.686 -1.974
H 3.239 1.246 0.574
H 0.624 -1.492 -1.222
H -0.609 -1.116 -5.531
H -0.656 0.642 -5.320
H -5.339 0.642 -4.073
H -3.069 1.351 -5.177
H 4.287 3.232 -5.656
*
```

The HOMO-LUMO gap (alpha / beta) is 8.180 / 6.723 eV. The maximum force is 0.127 eV/A. The lowest unoccupied orbital energy (alpha / beta) is -1.95 / -3.50 eV. As for the total energy: -4049.45321 Ha.


(7)
Formula: C3H2N2O2
Source: the OMol25 dataset
Level of theory: wB97M-V/def2-TZVPD

The geometry in ORCA input format:
```
! RIJCOSX wB97M-V def2-TZVPD def2/J DEFGRID3
* xyz 0 1
O -2.547 -0.573 -0.545
C -1.793 0.144 0.057
C -0.317 -0.045 0.048
N 0.561 0.895 0.208
C 1.726 0.205 0.004
N 1.573 -1.066 -0.236
O 0.206 -1.239 -0.213
H -2.115 1.024 0.638
H 2.707 0.656 0.038
*
```

Its structure (SMILES) is O=Cc1ncno1. The HOMO-LUMO gap is 10.452 eV. The maximum force is 0.518 eV/A. The lowest unoccupied orbital energy is -0.68 eV. As for the total energy: -375.45399 Ha.


(8)
Formula: C3H11N4
Source: the OMol25 dataset
Level of theory: wB97M-V/def2-TZVPD

The geometry in ORCA input format:
```
! RIJCOSX wB97M-V def2-TZVPD def2/J DEFGRID3
* xyz 1 1
N 1.447 0.188 -0.614
C 1.393 0.111 -1.910
N 2.339 -0.432 -2.648
H 2.172 -0.303 -0.115
H 0.642 0.651 -0.139
H 0.522 0.524 -2.401
H 2.191 -0.489 -3.637
H 3.227 -0.758 -2.308
C -1.651 -0.548 1.320
C -0.993 0.612 1.388
N -0.926 1.541 0.275
N -1.889 -1.307 2.509
H -2.031 -0.883 0.360
H -0.462 0.883 2.293
H -0.960 2.476 0.656
H -1.776 1.444 -0.261
H -0.982 -1.483 2.932
H -2.262 -2.226 2.299
*
```

The HOMO-LUMO gap is 8.094 eV. The maximum force is 1.388 eV/A. The lowest unoccupied orbital energy is -3.21 eV. As for the total energy: -339.68592 Ha.


(9)
Formula: C3H4IN
Source: the OMol25 dataset
Level of theory: wB97M-V/def2-TZVPD

The geometry in ORCA input format:
```
! RIJCOSX wB97M-V def2-TZVPD def2/J DEFGRID3
* xyz 0 3
C -0.818 -0.369 1.218
C 0.193 -1.436 0.742
C -0.075 0.454 0.468
N 0.811 -0.597 -0.034
I 0.776 2.131 -3.235
H -1.755 -0.660 1.614
H 0.213 -2.472 0.746
H -0.004 1.498 0.171
H 0.659 1.450 -1.692
*
```

The HOMO-LUMO gap (alpha / beta) is 8.220 / 8.200 eV. The maximum force is 6.905 eV/A. The lowest unoccupied orbital energy (alpha / beta) is 0.63 / -1.67 eV. As for the total energy: -468.94495 Ha.


(10)
Formula: C32H48BrO24
Source: the OMol25 dataset
Level of theory: wB97M-V/def2-TZVPD

The geometry in ORCA input format:
```
! RIJCOSX wB97M-V def2-TZVPD def2/J DEFGRID3
* xyz -1 1
Br -0.827 -0.070 0.275
C -2.893 2.834 1.600
C -2.212 3.992 2.278
C -0.705 3.839 2.514
O -0.198 5.153 2.352
C -1.166 5.922 1.734
O -0.978 7.032 1.287
O -2.283 5.225 1.521
H -2.376 2.587 0.651
H -3.938 3.045 1.510
H -2.791 1.943 2.255
H -2.702 4.222 3.203
H -0.318 3.197 1.698
H -0.417 3.467 3.474
C -4.967 -2.385 0.003
C -4.308 -1.113 0.620
C -4.670 0.127 -0.164
O -5.474 0.969 0.727
C -5.569 0.367 1.915
O -6.181 0.777 2.833
O -4.907 -0.806 1.892
H -4.493 -2.722 -0.960
H -6.041 -2.321 -0.166
H -4.862 -3.192 0.738
H -3.291 -1.292 0.781
H -5.333 -0.145 -1.038
H -3.846 0.727 -0.526
C -0.866 -4.445 0.324
C 0.469 -4.221 -0.331
C 1.444 -3.307 0.279
O 2.746 -3.880 0.090
C 2.529 -5.163 -0.254
O 3.370 -5.978 -0.423
O 1.233 -5.477 -0.317
H -1.486 -5.119 -0.225
H -1.482 -3.531 0.332
H -0.690 -4.873 1.310
H 0.327 -3.985 -1.388
H 1.388 -3.233 1.346
H 1.396 -2.336 -0.175
C 2.580 -1.273 -2.348
C 3.670 -0.582 -3.204
C 4.936 -1.418 -3.232
O 5.389 -1.322 -4.592
C 4.329 -0.972 -5.339
O 4.352 -1.004 -6.578
O 3.346 -0.526 -4.583
H 1.595 -0.742 -2.393
H 2.853 -1.344 -1.304
H 2.403 -2.278 -2.795
H 3.836 0.416 -2.812
H 4.754 -2.453 -3.004
H 5.748 -1.030 -2.575
C 3.853 1.946 3.309
C 4.139 0.672 2.545
C 3.142 0.359 1.419
O 4.037 0.070 0.331
C 5.292 0.299 0.724
O 6.240 -0.011 0.024
O 5.402 0.782 1.933
H 2.832 1.981 3.697
H 3.967 2.809 2.637
H 4.495 2.104 4.168
H 4.178 -0.203 3.179
H 2.497 1.179 1.099
H 2.539 -0.508 1.634
C -1.506 -1.834 4.794
C -0.513 -1.550 3.648
C 0.112 -0.180 3.666
O 1.256 -0.393 4.464
C 1.613 -1.696 4.381
O 2.632 -2.110 4.850
O 0.598 -2.412 3.781
H -0.913 -1.892 5.725
H -1.986 -2.782 4.580
H -2.351 -1.166 4.805
H -0.931 -1.742 2.629
H -0.562 0.503 4.168
H 0.346 0.136 2.695
C -3.128 0.941 -3.995
C -2.143 -0.140 -3.642
C -2.666 -1.148 -2.655
O -1.931 -2.331 -2.956
C -1.534 -2.217 -4.206
O -0.976 -3.061 -4.803
O -1.868 -0.985 -4.753
H -4.172 0.633 -4.116
H -2.779 1.493 -4.852
H -2.944 1.592 -3.129
H -1.183 0.226 -3.306
H -3.713 -1.422 -2.808
H -2.476 -0.932 -1.604
C -0.524 4.094 -2.473
C 0.152 3.074 -1.592
C 1.198 2.258 -2.313
O 2.379 2.502 -1.415
C 2.061 3.253 -0.352
O 2.751 3.502 0.647
O 0.879 3.798 -0.595
H -0.921 3.544 -3.341
H 0.218 4.797 -2.863
H -1.303 4.581 -1.858
H -0.610 2.429 -1.125
H 1.401 2.674 -3.302
H 0.996 1.182 -2.294
*
```

The HOMO-LUMO gap is 9.146 eV. The maximum force is 4.072 eV/A. The lowest unoccupied orbital energy is 1.86 eV. As for the total energy: -5628.19784 Ha.